1.
{"formula": "C10H17O3PdS5", "method": "ωB97M-V with the def2-TZVPD basis set", "species": ["Pd", "C", "O", "C", "C", "O", "C", "C", "O", "C", "H", "H", "H", "H", "H", "H", "H", "H", "H", "H", "H", "H", "H", "H", "C", "S", "C", "C", "S", "S", "C", "S", "S", "H", "H", "H"], "positions_angstrom": [[-0.24502, -0.46140, -0.19636], [-2.95834, 0.54049, -1.59264], [-1.96522, 0.85602, -0.60994], [-1.67583, 2.24981, -0.49127], [-0.93313, 2.42758, 0.80839], [0.22255, 1.57899, 0.83605], [1.39681, 2.20121, 0.27647], [2.49559, 1.17355, 0.24391], [2.17105, 0.14103, -0.68031], [2.74633, 0.30103, -1.97315], [-3.88950, 1.05406, -1.35166], [-3.10835, -0.53553, -1.56471], [-2.61696, 0.83688, -2.58657], [-2.60879, 2.81992, -0.47063], [-1.09063, 2.57775, -1.35619], [-1.56058, 2.12788, 1.64677], [-0.63553, 3.46879, 0.94729], [1.67014, 3.06094, 0.89324], [1.17404, 2.55293, -0.73664], [2.59630, 0.70540, 1.22557], [3.45161, 1.64046, -0.00558], [3.83246, 0.20265, -1.92221], [2.49026, 1.27426, -2.40260], [2.33547, -0.48423, -2.60313], [-2.47230, -1.86745, 1.84544], [-1.95468, -3.42632, 1.09148], [-0.21276, -3.16959, 0.93454], [0.47159, -2.73932, -0.21728], [-0.34949, -2.16351, -1.59576], [2.20962, -2.98687, -0.17263], [2.33802, -3.57854, 1.44936], [3.68900, -3.96236, 2.22490], [0.73981, -3.72314, 2.20538], [-3.55318, -1.81420, 1.73123], [-1.98932, -1.07769, 1.27033], [-2.21103, -1.80148, 2.89891]], "charge": 1, "de_lowest_kj_mol": 112.5, "homo_lumo_gap_ev": [5.9, 6.1], "e_lumo_ev": [-5.369, -5.162], "energy_ha": -2735.45779, "max_force_ha_per_bohr": 0.0119, "homo_ev": [-11.312, -11.261], "spin_multiplicity": 1}

2.
{"formula": "C36H44N9P2SbSe2TeW", "method": "ωB97M-V with the def2-TZVPD basis set", "species": ["W", "N", "C", "N", "C", "N", "N", "C", "N", "C", "C", "C", "C", "C", "N", "H", "H", "H", "H", "H", "H", "H", "H", "Se", "P", "Se", "C", "C", "C", "C", "C", "C", "C", "C", "C", "C", "C", "C", "H", "H", "H", "H", "H", "H", "H", "H", "H", "H", "Te", "C", "Sb", "C", "C", "H", "H", "H", "H", "H", "H", "H", "H", "H", "C", "C", "C", "C", "C", "C", "C", "H", "H", "H", "H", "H", "C", "N", "C", "N", "C", "N", "C", "P", "C", "C", "H", "H", "H", "H", "H", "H", "H", "H", "H", "H", "H", "H"], "positions_angstrom": [[-0.29413, -0.69936, 0.22736], [-0.89564, -0.85437, 3.67791], [-1.97627, -1.29662, 2.97504], [-2.99571, -1.73343, 3.71480], [-4.03741, -2.19549, 3.00244], [-5.03905, -2.79899, 3.74389], [-4.20536, -2.09575, 1.71151], [-3.17784, -1.51695, 1.03303], [-1.95599, -1.23077, 1.63510], [-3.34060, -1.13722, -0.30325], [-4.57311, -1.30483, -0.98838], [-4.72466, -0.79093, -2.23979], [-3.64279, -0.09865, -2.82616], [-2.46568, -0.01617, -2.12311], [-2.27465, -0.53154, -0.90652], [-0.89455, -1.23329, 4.61365], [0.00584, -0.95461, 3.20940], [-4.68941, -3.20960, 4.59541], [-5.61061, -3.41536, 3.18839], [-5.36307, -1.82921, -0.47071], [-5.66115, -0.90204, -2.77393], [-3.71918, 0.35537, -3.80425], [-1.61833, 0.49931, -2.54727], [2.28143, 0.13277, 0.33843], [0.91838, -2.41463, 1.77242], [-0.34933, -2.68659, -1.25985], [-0.22723, -3.75132, 2.39533], [-1.31262, -4.31587, 1.72554], [-2.09802, -5.29368, 2.32459], [-1.81307, -5.73792, 3.60809], [-0.72818, -5.19842, 4.28641], [0.04712, -4.21655, 3.68468], [2.10545, -3.52470, 0.90191], [1.73654, -4.75704, 0.35515], [2.67305, -5.57861, -0.25556], [4.00027, -5.18064, -0.35012], [4.38137, -3.96202, 0.19145], [3.44663, -3.15016, 0.82266], [-1.53387, -3.99557, 0.71455], [-2.94122, -5.70294, 1.77875], [-2.42934, -6.49809, 4.07615], [-0.48839, -5.53666, 5.28864], [0.88815, -3.78639, 4.21921], [0.70449, -5.07337, 0.39272], [2.35653, -6.52666, -0.67715], [4.72936, -5.81786, -0.83961], [5.41287, -3.63253, 0.13536], [3.76836, -2.21822, 1.26619], [4.02595, 0.35703, 2.25732], [2.78661, -1.26463, -2.75703], [1.07165, -0.00315, -2.55983], [2.04495, 1.79223, -3.28203], [0.18709, -0.59843, -4.43800], [2.94951, -1.49129, -3.81271], [2.59589, -2.17560, -2.19119], [3.64384, -0.74752, -2.33214], [2.66606, 1.57419, -4.15276], [2.67585, 2.15578, -2.47029], [1.31388, 2.55985, -3.54148], [0.84678, -0.31944, -5.26170], [-0.79576, -0.15149, -4.58473], [0.07309, -1.68066, -4.39588], [-0.74065, 1.31270, 0.57630], [-1.79025, 2.11103, -0.13417], [-3.13965, 2.10407, 0.24386], [-4.09111, 2.83190, -0.45277], [-3.72382, 3.60828, -1.54627], [-2.39195, 3.64057, -1.93316], [-1.44394, 2.90144, -1.23664], [-3.43888, 1.48759, 1.08468], [-5.13011, 2.78159, -0.14731], [-4.47008, 4.16993, -2.09580], [-2.08978, 4.23383, -2.78939], [-0.40669, 2.90462, -1.55709], [0.13654, 3.77399, 4.52260], [-0.61666, 4.45287, 3.46504], [0.32514, 5.26671, 2.69291], [1.48689, 4.55277, 2.16908], [2.15049, 3.84412, 3.27284], [1.24985, 2.98921, 4.03338], [0.81709, 1.79638, 3.28971], [-0.10782, 2.32028, 1.80623], [-1.31020, 3.46261, 2.62465], [1.06861, 3.57375, 1.15504], [-0.54696, 3.12865, 5.07919], [0.52650, 4.54102, 5.19925], [0.68819, 6.06011, 3.35307], [-0.21082, 5.72495, 1.85771], [2.55852, 4.59517, 3.95619], [2.96320, 3.23305, 2.87656], [0.17548, 1.20085, 3.93301], [1.69115, 1.20070, 3.01799], [-1.98644, 2.87243, 3.24979], [-1.90958, 3.97005, 1.86729], [0.61822, 4.07766, 0.29676], [1.93500, 3.00741, 0.79818]], "charge": -2, "de_lowest_kj_mol": 0.0, "homo_lumo_gap_ev": [4.9, 5.1], "e_lumo_ev": [4.213, 4.207], "energy_ha": -7952.00341, "max_force_ha_per_bohr": 0.0157, "homo_ev": [-0.735, -0.888], "s_squared": 2.036, "spin_multiplicity": 3}

3.
{"formula": "H5NP4", "method": "ωB97M-V with the def2-TZVPD basis set", "species": ["N", "P", "P", "P", "P", "H", "H", "H", "H", "H"], "positions_angstrom": [[-0.98483, -0.77251, 2.21925], [-0.39818, -2.00160, 1.36238], [-0.73112, -1.24000, -1.61884], [-0.13890, 1.05341, 0.69905], [0.77124, -0.80352, -0.05023], [-1.62438, -1.12932, 2.91680], [-0.56724, 0.23655, -2.20804], [-0.12739, -1.94951, -2.64292], [0.68571, 1.63889, -0.39605], [0.83173, 1.12879, 1.55670]], "charge": 0, "de_lowest_kj_mol": 29.2, "smiles": "N=P#P(P)P", "homo_lumo_gap_ev": 7.9, "e_lumo_ev": -0.651, "energy_ha": -1423.07944, "max_force_ha_per_bohr": 0.0791, "homo_ev": -8.592, "spin_multiplicity": 1}

4.
{"formula": "C42H56N5O7OsP2STe", "method": "ωB97M-V with the def2-TZVPD basis set", "species": ["Os", "C", "P", "C", "C", "C", "C", "C", "C", "C", "P", "C", "C", "H", "H", "H", "H", "H", "H", "H", "H", "H", "H", "H", "H", "H", "H", "H", "H", "O", "C", "O", "C", "C", "C", "C", "C", "C", "N", "O", "O", "N", "O", "O", "H", "H", "H", "C", "C", "O", "N", "Te", "C", "C", "C", "C", "C", "C", "C", "C", "C", "C", "C", "C", "C", "C", "C", "C", "C", "C", "H", "H", "H", "H", "H", "H", "H", "H", "H", "H", "H", "H", "H", "H", "H", "H", "H", "H", "H", "H", "H", "H", "H", "H", "H", "C", "C", "N", "C", "S", "N", "C", "C", "H", "H", "H", "H", "H", "H", "H", "H", "H", "H", "H", "H"], "positions_angstrom": [[-0.03120, 1.74535, -1.15371], [-3.31521, 1.29378, -1.08792], [-2.03706, 1.98188, -2.18105], [-2.19746, 1.15195, -3.84202], [-2.38103, 3.73681, -2.21220], [-3.62392, 4.29776, -1.86574], [-3.68486, 5.66287, -1.60043], [-2.57459, 6.44484, -1.46129], [-1.38834, 5.94651, -1.94185], [-1.26100, 4.56067, -2.25206], [0.36855, 3.71388, -2.31824], [1.52114, 4.85945, -1.40732], [0.81450, 3.61961, -4.10026], [-4.26872, 1.29889, -1.60002], [-3.35939, 1.88022, -0.17883], [-3.09159, 0.27714, -0.80117], [-3.23230, 0.89510, -4.00771], [-1.61561, 0.19773, -3.79460], [-1.85033, 1.88047, -4.56483], [-4.48200, 3.65140, -1.73578], [-4.71079, 6.13567, -1.47147], [-2.71333, 7.38416, -0.93748], [-0.52549, 6.64305, -1.97544], [2.39846, 4.32669, -1.04892], [0.99689, 5.25578, -0.51898], [1.80686, 5.71736, -2.03893], [1.65395, 4.32072, -4.35550], [-0.09646, 3.84531, -4.68296], [1.09448, 2.56347, -4.27713], [1.39971, 2.14856, 1.88193], [0.17529, 2.27684, 1.78555], [-0.51354, 2.39488, 0.61892], [-0.66017, 2.29669, 3.02757], [-1.93682, 1.74714, 3.09342], [-2.35393, 1.38424, 4.39750], [-1.89227, 1.96668, 5.51877], [-0.80093, 2.78141, 5.32760], [-0.05948, 2.81417, 4.14582], [-0.20311, 3.35406, 6.44704], [0.99548, 3.70763, 6.40959], [-0.88568, 3.51025, 7.49316], [-3.26758, 0.27879, 4.53594], [-3.86904, 0.13419, 5.63722], [-3.41501, -0.48593, 3.55975], [-2.29909, 1.29837, 2.17819], [-2.31047, 1.78755, 6.46203], [0.97286, 3.25387, 3.99519], [2.45288, -0.74345, -2.89531], [0.95444, -0.81387, -2.50968], [0.20429, -1.74570, -2.71952], [0.51835, 0.33909, -1.91649], [-1.14487, -4.34053, -1.38301], [-2.54302, -5.74763, -0.56243], [-3.85966, -5.78841, -1.13050], [-4.26850, -4.95281, -2.34213], [-4.83574, -6.55934, -0.53245], [-4.57090, -7.33691, 0.59805], [-5.58799, -8.14426, 1.33258], [-3.35990, -7.18058, 1.24605], [-2.34863, -6.42899, 0.63349], [-0.96620, -6.45840, 1.25680], [-0.15763, -3.28934, 0.22475], [-0.95138, -2.36073, 0.93793], [-2.40529, -2.16036, 0.68401], [-0.29555, -1.52543, 1.82564], [1.08584, -1.63636, 2.08319], [1.83772, -0.74177, 3.08106], [1.79194, -2.59716, 1.42358], [1.19571, -3.37713, 0.45210], [2.07579, -4.12072, -0.52236], [2.87747, -1.57411, -2.36446], [2.86588, 0.23255, -2.51994], [2.55483, -0.86490, -4.00861], [-4.25972, -5.43194, -3.34348], [-3.73684, -3.96032, -2.43316], [-5.27400, -4.59610, -2.15905], [-5.74824, -6.72456, -1.15187], [-5.38425, -9.22147, 1.29601], [-6.63159, -7.96470, 1.02846], [-5.61838, -7.86925, 2.37883], [-3.15547, -7.57672, 2.23371], [-1.00895, -7.15094, 2.11988], [-0.73260, -5.43996, 1.69181], [-0.10911, -6.71795, 0.64050], [-2.57544, -2.09081, -0.40396], [-2.68242, -1.19591, 1.22016], [-3.08265, -2.95235, 1.00268], [-0.86949, -0.84412, 2.39794], [1.85587, -1.14134, 4.05574], [1.45879, 0.27459, 3.15080], [2.89523, -0.58134, 2.73813], [2.85456, -2.69478, 1.60221], [3.16393, -3.91986, -0.39136], [1.75344, -3.90787, -1.54016], [1.91732, -5.20041, -0.41391], [5.47379, 2.99162, -3.69696], [5.85014, 3.35166, -2.27783], [6.72480, 2.30751, -1.72154], [6.20884, 1.14899, -1.24279], [6.68535, -0.20052, -2.06086], [5.40060, 1.24772, -0.14969], [5.91478, 2.11399, 0.92435], [5.05289, 2.02270, 2.20210], [4.73854, 3.71258, -4.10388], [5.15185, 1.94977, -3.78152], [6.37126, 3.09822, -4.35024], [4.93179, 3.35373, -1.63082], [6.27268, 4.40002, -2.21005], [7.42200, 2.15446, -2.45656], [5.05142, 0.33193, 0.12034], [5.86838, 3.12154, 0.51374], [6.92826, 1.87202, 1.15907], [4.01092, 1.76261, 1.99767], [5.07680, 2.96182, 2.76146], [5.42464, 1.18505, 2.81040]], "charge": 2, "de_lowest_kj_mol": 343.9, "homo_lumo_gap_ev": [5.5, 3.2], "e_lumo_ev": [-5.977, -8.331], "energy_ha": -3873.14598, "max_force_ha_per_bohr": 0.1189, "homo_ev": [-11.484, -11.483], "s_squared": 8.776, "spin_multiplicity": 6}

- Number 2 is which compound?
  C36H44N9P2SbSe2TeW